{"formula": "C3H11N2", "method": "ωB97M-V with the def2-TZVPD basis set", "de_lowest_kcal_mol": 27.9, "charge": 1, "orbital_gap_ev": 11.6, "e_tot_ev": -6262.3721, "species": ["C", "N", "H", "H", "H", "H", "H", "H", "C", "C", "N", "H", "H", "H", "H", "H"], "coordinates": [[-0.0443, 1.1667, -2.0009], [0.5237, -0.0870, -1.4130], [0.4719, 2.0424, -1.6126], [-1.1025, 1.1817, -1.7769], [0.1460, 1.1724, -3.0681], [1.5395, -0.0027, -1.4410], [0.1273, -0.1959, -0.3864], [0.3260, -0.9160, -1.9700], [0.2021, 0.3320, 1.9054], [-0.9183, -1.6273, 1.3713], [-0.5979, -0.4691, 0.9740], [0.0601, 0.0866, 2.9550], [1.2506, 0.1991, 1.6360], [-0.0099, 1.3959, 1.7894], [-1.3982, -2.3160, 0.6909], [-0.5762, -1.9628, 2.3468]], "atomic_forces_ev_per_a": [[0.126, -0.125, -0.408], [0.696, 0.681, 0.085], [-0.128, -0.190, 0.392], [-0.114, 0.180, -0.064], [-0.247, -0.117, -0.161], [0.027, -0.114, 0.334], [-0.229, -0.362, -0.772], [-0.411, 0.035, 0.065], [0.043, 0.553, -0.105], [0.542, 0.202, -0.169], [0.491, -0.037, 0.491], [-0.027, -0.264, 0.020], [0.125, -0.033, 0.152], [-0.174, -0.097, -0.095], [-0.240, -0.099, 0.012], [-0.478, -0.214, 0.223]]}

{"formula": "C4H12", "method": "ωB97M-V with the def2-TZVPD basis set", "de_lowest_kcal_mol": 11.5, "smiles": "CC.CC", "orbital_gap_ev": 12.5, "e_tot_ev": -4342.0277, "species": ["C", "C", "H", "H", "H", "H", "H", "H", "C", "C", "H", "H", "H", "H", "H", "H"], "coordinates": [[0.0989, 2.7183, 0.8408], [-0.3515, 1.2906, 0.8642], [0.5257, 2.9848, 1.8015], [0.7339, 2.9710, -0.0114], [-0.7531, 3.4163, 0.7980], [0.4004, 0.6117, 1.2760], [-1.0488, 1.1916, 1.7263], [-0.8047, 0.8285, -0.0159], [0.4358, -2.1273, -0.1898], [-0.1423, -1.8662, -1.6095], [1.2699, -2.8225, -0.2264], [0.6747, -1.2183, 0.3410], [-0.3444, -2.6439, 0.3773], [-1.0181, -2.4858, -1.7725], [0.5721, -2.0710, -2.4243], [-0.2485, -0.7780, -1.7754]], "atomic_forces_ev_per_a": [[-0.679, 1.013, -0.440], [-0.642, -1.129, 1.982], [0.667, -0.075, -0.045], [0.257, -0.036, 0.330], [0.024, -0.337, -0.325], [0.521, 0.144, -0.670], [-0.296, 0.118, -0.778], [0.122, 0.425, 0.000], [-0.868, -0.712, -0.686], [1.406, 0.735, -0.129], [0.261, 0.179, 0.094], [0.314, 0.063, -0.003], [0.133, 0.157, 0.188], [-0.269, 0.463, -0.211], [-0.053, -0.485, 0.433], [-0.896, -0.522, 0.261]]}

{"formula": "C3H2N3O", "method": "ωB97M-V with the def2-TZVPD basis set", "de_lowest_kcal_mol": 63.1, "charge": 1, "orbital_gap_ev": 7.2, "e_tot_ev": -9648.7860, "species": ["C", "C", "C", "N", "N", "N", "O", "H", "H"], "coordinates": [[-1.3517, -0.6945, 0.0386], [-1.3868, 0.6710, 0.0616], [0.5213, 0.0043, -0.1134], [3.8736, 0.0534, -0.0967], [-0.0128, -1.1186, -0.0577], [2.8002, -0.1124, -0.0026], [-0.0912, 1.1236, -0.0913], [-2.2456, -1.3021, 0.0469], [-2.1071, 1.3753, 0.2145]], "atomic_forces_ev_per_a": [[-1.095, 1.540, -0.011], [0.783, -2.959, -0.303], [-1.700, -2.683, 0.122], [-0.249, -0.191, 0.100], [2.097, 1.438, -0.201], [-1.127, 0.570, -0.277], [2.471, 1.010, 0.319], [0.537, -0.580, 0.140], [-1.716, 1.855, 0.111]]}

In eV, the HOMO energy values for the records above are, in order, -14.871 -11.310 -16.121.